(1)
This record from the OMol25 dataset describes 2 unconnected molecules or ions with the total composition C11H19N2O at a distorted geometry. The level of theory is ωB97M-V/def2-TZVPD.

Positions of all 33 atoms, in Å:
1 C -1.59874 -1.52669 -0.75337
2 C -2.37645 -0.47540 -0.48226
3 C -0.33325 -1.50040 0.02726
4 C 1.26961 1.15868 -1.84031
5 C 1.85167 0.50067 -0.97036
6 C -0.36645 -0.33592 0.65952
7 C -3.80123 -0.29250 -0.90543
8 C 4.66057 -0.40718 0.96478
9 C -2.41713 0.43677 1.72499
10 C -1.47140 1.75645 -0.09389
11 C 3.78382 0.60758 0.30662
12 N 0.62585 -2.51269 0.11542
13 N -1.62591 0.38374 0.50567
14 O 2.47889 0.04117 0.08514
15 H -1.80208 -2.26168 -1.48698
16 H 0.94505 1.54252 -2.79979
17 H 1.50279 -2.20759 0.54016
18 H 0.30590 0.16274 1.26313
19 H -4.03132 0.43890 -1.76058
20 H -4.36808 0.10536 0.00395
21 H -4.13172 -1.33647 -1.12670
22 H 4.66735 -1.28615 0.37146
23 H 5.55468 -0.08073 1.41430
24 H 4.03306 -0.72766 1.79566
25 H -2.63493 -0.63926 2.12931
26 H -1.72762 0.94053 2.52660
27 H -3.31025 0.97723 1.49608
28 H -0.75947 1.79344 -0.82986
29 H -2.47112 2.03468 -0.54522
30 H -1.30435 2.49758 0.72233
31 H 4.10442 0.82022 -0.78812
32 H 3.78758 1.52655 0.73183
33 H 0.81918 -3.12428 -0.78053

The LUMO energy is -2.6902 eV. As for the energy above the lowest of the compared OMol25 structures with the same formula, charge and spin: 6.172 eV. As for the HOMO energy: -12.07 eV. For the total energy, the calculation gives -614.87071 Ha. For the HOMO-LUMO gap, the calculation gives 9.384 eV. As for the total charge: +1. As for the largest force on an atom: 5.6 eV/Å.

---

(2)
This record from the OMol25 dataset describes a single C19H28N2O2S molecule. The level of theory is ωB97M-V/def2-TZVPD.

Positions of all 52 atoms, in Å:
1 C -6.13488 -4.14380 0.78304
2 C -6.05153 -2.66165 0.45343
3 O -4.72997 -2.37143 0.04794
4 C -4.54494 -1.10500 -0.53070
5 C -4.63816 0.06099 0.45965
6 C -4.37279 1.41163 -0.21058
7 N -3.01883 1.56413 -0.68757
8 C -2.00982 1.98507 0.11606
9 S -2.31288 2.42957 1.68684
10 N -0.77370 2.10837 -0.42262
11 C -0.41942 1.83514 -1.79786
12 C 0.36854 0.52886 -1.89862
13 C 1.62830 0.62840 -1.03655
14 C 2.39725 -0.68537 -1.04243
15 O 1.91825 -1.69174 -1.51876
16 C 3.73386 -0.69410 -0.40364
17 C 4.26538 -1.93447 -0.04389
18 C 5.50147 -2.02880 0.55919
19 C 6.25515 -0.88770 0.81435
20 C 7.60800 -0.98788 1.44477
21 C 5.73304 0.34705 0.44343
22 C 4.49242 0.44917 -0.15422
23 C 1.22824 0.98665 0.40231
24 C 0.39358 2.26871 0.41472
25 H -5.87814 -4.73420 -0.09214
26 H -7.14113 -4.39698 1.10512
27 H -5.43323 -4.38168 1.57721
28 H -6.75242 -2.41027 -0.35894
29 H -6.32559 -2.06806 1.33751
30 H -3.54076 -1.15129 -0.96320
31 H -5.27359 -0.95181 -1.34568
32 H -5.63613 0.09148 0.89838
33 H -3.91741 -0.08873 1.26478
34 H -5.04375 1.54722 -1.06402
35 H -4.55021 2.20862 0.51489
36 H -2.78656 1.02377 -1.50545
37 H 0.21377 2.66386 -2.14103
38 H -1.30175 1.81962 -2.43744
39 H -0.23853 -0.30742 -1.54654
40 H 0.64041 0.33170 -2.93658
41 H 2.26928 1.42012 -1.43826
42 H 3.67863 -2.81852 -0.24408
43 H 5.89135 -2.99745 0.83657
44 H 7.85048 -0.08133 1.99416
45 H 7.65964 -1.83851 2.12015
46 H 8.36519 -1.12643 0.67209
47 H 6.31036 1.24230 0.62601
48 H 4.13364 1.42607 -0.43978
49 H 0.63415 0.17222 0.82259
50 H 2.11160 1.11917 1.02747
51 H 0.98626 3.10926 0.03662
52 H 0.06072 2.49906 1.42787

As for the structure (SMILES): CCOCCCNC(=S)N1CCC(C(=O)c2ccc(C)cc2)CC1. The LUMO energy is 0.3201 eV. As for the energy above the lowest of the compared OMol25 structures with the same formula, charge and spin: 1.011 eV. As for the HOMO energy: -7.92 eV. For the total energy, the calculation gives -1398.98480 Ha. For the HOMO-LUMO gap, the calculation gives 8.240 eV. As for the largest force on an atom: 0.8 eV/Å.

---

(3)
This record from the OMol25 dataset describes a molecular structure, C4H6O2. The level of theory is ωB97M-V/def2-TZVPD.

Positions of all 12 atoms, in Å:
1 C 1.87192 0.56757 0.23642
2 O 1.51994 -0.41006 1.14738
3 C 0.49109 -0.21861 0.12633
4 C -0.12439 0.97679 0.45359
5 O -2.64198 -0.49599 -0.68554
6 C -1.86825 -1.41734 -0.79647
7 H 2.48420 0.33011 -0.63207
8 H 2.09867 1.53041 0.70142
9 H -0.71674 1.48829 -0.30594
10 H -0.12016 1.40333 1.46182
11 H -1.57295 -2.05157 0.06007
12 H -1.42134 -1.70293 -1.76702

The LUMO energy is -0.0432 eV. As for the energy above the lowest of the compared OMol25 structures with the same formula, charge and spin: 6.507 eV. As for the HOMO energy: -8.71 eV. For the total energy, the calculation gives -306.26716 Ha. For the HOMO-LUMO gap, the calculation gives 8.666 eV. As for the largest force on an atom: 0.6 eV/Å.

---

- Which formula does entry 2 have?
  C19H28N2O2S

---

What did the first record say?
This record from the OMol25 dataset describes 2 unconnected molecules or ions with the total composition C11H19N2O at a distorted geometry. The level of theory is ωB97M-V/def2-TZVPD.

Positions of all 33 atoms, in Å:
1 C -1.59874 -1.52669 -0.75337
2 C -2.37645 -0.47540 -0.48226
3 C -0.33325 -1.50040 0.02726
4 C 1.26961 1.15868 -1.84031
5 C 1.85167 0.50067 -0.97036
6 C -0.36645 -0.33592 0.65952
7 C -3.80123 -0.29250 -0.90543
8 C 4.66057 -0.40718 0.96478
9 C -2.41713 0.43677 1.72499
10 C -1.47140 1.75645 -0.09389
11 C 3.78382 0.60758 0.30662
12 N 0.62585 -2.51269 0.11542
13 N -1.62591 0.38374 0.50567
14 O 2.47889 0.04117 0.08514
15 H -1.80208 -2.26168 -1.48698
16 H 0.94505 1.54252 -2.79979
17 H 1.50279 -2.20759 0.54016
18 H 0.30590 0.16274 1.26313
19 H -4.03132 0.43890 -1.76058
20 H -4.36808 0.10536 0.00395
21 H -4.13172 -1.33647 -1.12670
22 H 4.66735 -1.28615 0.37146
23 H 5.55468 -0.08073 1.41430
24 H 4.03306 -0.72766 1.79566
25 H -2.63493 -0.63926 2.12931
26 H -1.72762 0.94053 2.52660
27 H -3.31025 0.97723 1.49608
28 H -0.75947 1.79344 -0.82986
29 H -2.47112 2.03468 -0.54522
30 H -1.30435 2.49758 0.72233
31 H 4.10442 0.82022 -0.78812
32 H 3.78758 1.52655 0.73183
33 H 0.81918 -3.12428 -0.78053

The LUMO energy is -2.6902 eV. As for the energy above the lowest of the compared OMol25 structures with the same formula, charge and spin: 6.172 eV. As for the HOMO energy: -12.07 eV. For the total energy, the calculation gives -614.87071 Ha. For the HOMO-LUMO gap, the calculation gives 9.384 eV. As for the total charge: +1. As for the largest force on an atom: 5.6 eV/Å.

---

- largest force on an atom of number 1 (C11H19N2O)?
  5.6 eV/Å

---

What did the first record say?
This record from the OMol25 dataset describes 2 unconnected molecules or ions with the total composition C11H19N2O at a distorted geometry. The level of theory is ωB97M-V/def2-TZVPD.

Positions of all 33 atoms, in Å:
1 C -1.59874 -1.52669 -0.75337
2 C -2.37645 -0.47540 -0.48226
3 C -0.33325 -1.50040 0.02726
4 C 1.26961 1.15868 -1.84031
5 C 1.85167 0.50067 -0.97036
6 C -0.36645 -0.33592 0.65952
7 C -3.80123 -0.29250 -0.90543
8 C 4.66057 -0.40718 0.96478
9 C -2.41713 0.43677 1.72499
10 C -1.47140 1.75645 -0.09389
11 C 3.78382 0.60758 0.30662
12 N 0.62585 -2.51269 0.11542
13 N -1.62591 0.38374 0.50567
14 O 2.47889 0.04117 0.08514
15 H -1.80208 -2.26168 -1.48698
16 H 0.94505 1.54252 -2.79979
17 H 1.50279 -2.20759 0.54016
18 H 0.30590 0.16274 1.26313
19 H -4.03132 0.43890 -1.76058
20 H -4.36808 0.10536 0.00395
21 H -4.13172 -1.33647 -1.12670
22 H 4.66735 -1.28615 0.37146
23 H 5.55468 -0.08073 1.41430
24 H 4.03306 -0.72766 1.79566
25 H -2.63493 -0.63926 2.12931
26 H -1.72762 0.94053 2.52660
27 H -3.31025 0.97723 1.49608
28 H -0.75947 1.79344 -0.82986
29 H -2.47112 2.03468 -0.54522
30 H -1.30435 2.49758 0.72233
31 H 4.10442 0.82022 -0.78812
32 H 3.78758 1.52655 0.73183
33 H 0.81918 -3.12428 -0.78053

The LUMO energy is -2.6902 eV. As for the energy above the lowest of the compared OMol25 structures with the same formula, charge and spin: 6.172 eV. As for the HOMO energy: -12.07 eV. For the total energy, the calculation gives -614.87071 Ha. For the HOMO-LUMO gap, the calculation gives 9.384 eV. As for the total charge: +1. As for the largest force on an atom: 5.6 eV/Å.